ORCA calculation (ωB97M-V/def2-TZVPD) on a cluster of 3 separate species, C34H35NO5P in total.

```
76
Properties=species:S:1:pos:R:3:forces:R:3:lowdin_charge:R:1
C 0.0030 0.1202 0.5558 0.14 -0.21 0.49 -0.104
C 0.2578 -1.3543 0.9060 0.33 0.49 -0.04 -0.238
C 0.2575 -2.2864 -0.2824 -0.18 -0.03 0.15 -0.293
O -1.0386 -2.6021 -0.6819 0.04 -0.25 -0.52 -0.213
C -1.6136 -1.8162 -1.7331 -0.38 -0.07 0.37 -0.373
P -3.2969 -0.9062 -1.3288 0.56 0.07 -0.56 0.354
N -3.2292 -1.1910 0.4649 -0.39 -0.01 -0.06 -0.264
C -4.3623 -1.9056 1.0305 0.13 0.28 0.45 -0.384
C -5.5561 -1.0301 1.4625 0.11 -0.21 0.20 -0.126
H 0.7552 0.7416 1.0347 0.11 0.22 0.04 0.054
H 0.0423 0.3062 -0.5092 -0.06 0.03 -0.25 0.054
H -0.9649 0.4360 0.9222 -0.22 0.11 -0.13 0.044
H 1.2281 -1.4366 1.3987 0.13 -0.08 0.15 0.091
H -0.5106 -1.6983 1.5887 -0.12 -0.16 0.19 0.085
H 0.7618 -3.2138 -0.0103 0.02 -0.30 0.09 0.105
H 0.8368 -1.8497 -1.0983 0.10 0.13 -0.25 0.110
H -1.8157 -2.5108 -2.5555 -0.23 -0.05 -0.18 0.053
H -0.9014 -1.0711 -2.0989 0.15 0.19 0.04 0.049
H -3.9816 -2.1802 -1.5736 -0.18 -0.09 0.23 -0.036
H -4.5872 -0.1922 -1.2274 -0.04 -0.01 0.02 -0.066
H -2.5562 0.3580 -1.1293 -0.12 0.08 0.13 -0.045
H -3.3363 -0.6284 -2.7842 0.11 -0.11 -0.04 -0.077
H -3.2293 -0.2600 0.8699 0.12 0.05 -0.03 0.031
H -4.0243 -2.4456 1.9177 0.03 -0.27 0.15 0.075
H -4.7207 -2.6647 0.3429 0.13 -0.08 -0.35 0.066
H -6.4945 -1.4954 1.1846 -0.32 0.01 -0.14 0.050
H -5.5086 -0.0406 1.0291 -0.03 0.17 -0.34 0.045
H -5.5855 -0.9012 2.5415 0.07 0.04 0.27 0.046
C 6.3785 -0.1806 7.9713 -0.02 0.03 -0.01 -0.065
C 5.7900 0.9998 7.5290 0.01 -0.04 0.01 -0.063
C 4.5829 0.9639 6.8533 0.09 0.09 0.05 -0.004
C 3.9610 -0.2539 6.6093 0.03 -0.11 0.01 -0.080
C 4.5582 -1.4390 7.0406 -0.06 0.07 -0.06 -0.083
C 5.7649 -1.3966 7.7278 0.11 0.05 0.06 -0.007
C 3.9262 -2.7606 6.7626 0.04 -0.20 0.05 -0.279
O 4.4449 -3.7880 7.1509 0.00 0.03 0.00 0.097
C 2.6518 -2.7796 5.9971 0.02 0.11 -0.01 -0.088
C 2.0697 -4.0008 5.6834 -0.08 -0.08 -0.04 -0.006
C 0.8789 -4.0378 4.9786 -0.03 0.04 0.00 -0.051
C 0.2577 -2.8563 4.5898 0.00 -0.06 -0.01 -0.044
C 0.8344 -1.6356 4.8967 -0.11 -0.01 -0.06 0.006
C 2.0342 -1.5909 5.5948 0.08 -0.06 0.03 -0.082
C 2.6521 -0.2705 5.8931 -0.15 0.15 -0.06 -0.277
O 2.1124 0.7666 5.5713 0.03 -0.02 0.02 0.110
H 7.3197 -0.1498 8.5045 0.01 0.00 0.00 0.104
H 6.2755 1.9492 7.7128 0.00 0.01 0.01 0.104
H 4.1168 1.8768 6.5101 -0.09 -0.04 -0.04 0.120
H 6.2176 -2.3186 8.0648 -0.07 -0.06 -0.04 0.118
H 2.5550 -4.9169 5.9898 0.07 0.04 0.05 0.118
H 0.4314 -4.9902 4.7276 -0.01 0.00 -0.01 0.108
H -0.6723 -2.8883 4.0379 0.01 0.01 -0.03 0.112
H 0.3574 -0.7163 4.5871 0.08 0.06 0.01 0.125
C 1.8697 5.5113 -7.1960 0.02 -0.03 0.01 -0.070
C 2.6900 4.4922 -6.7227 -0.03 0.02 -0.01 -0.067
C 2.1373 3.2983 -6.2940 0.13 0.07 -0.02 -0.006
C 0.7603 3.1191 -6.3284 -0.08 0.08 -0.02 -0.079
C -0.0632 4.1460 -6.7897 0.04 -0.08 0.05 -0.082
C 0.4973 5.3390 -7.2294 0.10 0.09 -0.03 -0.010
C -1.5468 3.9891 -6.8072 -0.19 0.09 -0.06 -0.281
O -2.2546 4.8848 -7.2259 0.04 -0.01 0.01 0.090
C -2.1205 2.7173 -6.3012 0.12 0.00 0.01 -0.093
C -3.5001 2.5663 -6.2622 -0.11 -0.05 0.02 -0.009
C -4.0527 1.3829 -5.8031 0.05 -0.04 -0.01 -0.050
C -3.2335 0.3409 -5.3842 -0.08 0.02 -0.07 -0.059
C -1.8565 0.4864 -5.4140 -0.03 -0.04 0.00 0.009
C -1.2948 1.6718 -5.8690 -0.01 0.09 -0.01 -0.082
C 0.1849 1.8173 -5.8764 0.05 -0.22 0.05 -0.277
O 0.9153 0.9103 -5.5371 0.01 0.04 -0.02 0.107
H 2.3040 6.4426 -7.5359 0.01 0.01 0.00 0.102
H 3.7627 4.6318 -6.6884 0.01 0.00 -0.01 0.102
H 2.7673 2.4997 -5.9280 -0.08 -0.07 0.02 0.119
H -0.1478 6.1271 -7.5917 -0.09 -0.05 0.02 0.116
H -4.1344 3.3788 -6.5880 0.07 0.06 -0.03 0.115
H -5.1281 1.2714 -5.7630 -0.01 -0.01 0.01 0.106
H -3.6666 -0.5768 -5.0146 0.02 0.01 0.07 0.093
H -1.2169 -0.3147 -5.0712 0.06 0.04 0.04 0.121
```
Forces are in eV/Å.

Calculated values
**E_HOMO**: -0.12068 Ha
**E_tot**: -56840.571 eV
**2S+1**: 1
**Gap between HOMO and LUMO**: 3.8 eV
**Charge**: -1

ORCA calculation (ωB97M-V/def2-TZVPD) on the molecule C9H13N3 in a non-equilibrium geometry.

```
25
Properties=species:S:1:pos:R:3:forces:R:3:lowdin_charge:R:1
C 1.4263 0.9034 0.1751 -1.99 0.19 -0.70 -0.223
C 0.0378 0.7471 0.1265 -0.19 -0.30 0.16 0.059
C 1.9540 -0.4440 -0.0227 -0.88 1.07 0.25 -0.316
C -1.3805 -1.1665 0.0030 -0.32 -3.16 0.43 -0.340
C -2.5326 0.7739 0.4517 1.80 1.33 0.07 -0.130
C 2.1108 2.2795 0.3618 1.94 -4.50 -0.98 -0.048
C 3.3256 -0.9449 -0.0592 0.94 -0.55 -1.16 -0.041
C -1.4705 -2.6633 -0.1096 -0.25 -2.09 -2.28 -0.027
C -3.1830 1.6747 -0.5756 0.51 -1.74 0.64 -0.047
N 0.9971 -1.3233 -0.1302 0.61 -1.89 -0.37 0.101
N -2.4573 -0.4938 0.1627 0.14 -0.07 -0.12 0.093
N -0.1478 -0.6563 -0.0338 -0.35 4.11 0.48 -0.127
H -2.3033 1.0913 1.4867 -0.30 -0.08 -0.58 0.126
H 1.5065 2.8551 0.9529 -1.09 1.50 1.79 0.030
H 3.0576 1.8870 0.8015 -0.29 1.46 0.25 0.077
H 2.3489 2.7901 -0.5487 0.04 0.16 -0.67 0.059
H 3.5180 -1.6906 -0.8643 -0.18 0.93 0.16 0.098
H 4.0714 -0.1800 -0.0108 0.41 0.72 -0.67 0.064
H 3.5726 -1.4954 0.7956 -0.10 -1.01 1.70 0.057
H -0.8409 -3.0753 -1.0165 -1.07 1.07 1.77 0.113
H -2.5314 -3.0252 -0.3051 1.26 0.81 0.39 0.091
H -1.0900 -3.2322 0.7534 -0.01 0.64 -0.12 0.079
H -2.9837 1.0851 -1.4811 -0.39 0.82 -0.18 0.090
H -2.7606 2.6659 -0.5841 -0.06 0.22 0.01 0.076
H -4.2450 1.6376 -0.3292 -0.17 0.37 -0.26 0.084
```
Forces are in eV/Å.

Calculated values
**E_HOMO (spin up / spin down)**: -0.29654 / -0.29655 Ha
**E_tot**: -14009.920 eV
**2S+1**: 1
**Gap between HOMO and LUMO (spin up / spin down)**: 8.2 / 8.2 eV

ORCA calculation (ωB97M-V/def2-TZVPD) on a cluster of 12 separate species, C44H102NO11S2 in total in a non-equilibrium geometry.

```
160
Properties=species:S:1:pos:R:3:forces:R:3:lowdin_charge:R:1
C 4.9192 -1.8060 1.6821 0.04 0.02 0.25 -0.139
C 3.4539 -2.3288 1.1815 1.08 0.28 -0.32 -0.235
C 3.5268 -2.6588 -0.4058 0.17 0.96 0.34 -0.217
C 2.0917 -2.6313 -1.1267 0.89 0.20 0.63 -0.201
N 2.0467 -3.3177 -2.4522 1.15 1.40 -1.54 -0.210
C 0.7371 -3.1436 -3.1515 -1.36 -0.81 -0.76 -0.249
C -0.5149 -3.8325 -2.4218 -0.01 0.31 -0.28 -0.184
C -1.8227 -3.6548 -3.3836 0.48 0.05 0.73 -0.216
C -3.1943 -3.5265 -2.5484 -0.63 -0.46 -0.82 -0.333
C -4.3589 -2.7172 -3.3285 0.54 0.27 1.38 -0.308
C -3.9360 -1.1831 -3.5718 -0.82 -0.56 -0.44 -0.304
C -4.9101 -0.1172 -2.8466 0.18 0.33 0.51 -0.224
C -4.1053 1.0748 -2.0962 0.44 -0.57 0.43 -0.206
C -3.2986 0.4058 -0.8910 0.81 -0.49 2.03 -0.176
C -1.7858 0.0814 -1.0579 -1.77 -0.81 3.13 -0.032
C -0.9964 -0.6090 0.0957 -4.66 1.14 0.10 -0.065
C -1.8046 -0.9426 1.4002 -0.93 1.29 -2.40 -0.093
C -3.3102 -0.5894 1.5796 1.19 1.03 -3.50 -0.077
C -4.0982 0.1072 0.4217 4.90 -1.17 -0.56 -0.020
C 3.1316 -2.8276 -3.3521 1.52 -0.91 0.75 -0.958
S 4.6226 -3.6163 -3.4990 -2.42 1.11 0.50 0.597
S 2.9261 -1.3100 -4.4403 -0.48 -0.23 0.53 0.778
C 3.9257 0.1033 -3.7701 0.61 1.20 -0.06 -0.495
C 3.1858 1.4982 -4.1721 0.47 -0.12 0.84 -0.297
C 3.8738 2.6245 -3.2144 -1.03 -1.00 0.04 -0.122
H 5.3268 -2.4597 2.5357 -0.59 0.96 -1.28 0.064
H 5.6934 -1.8087 0.8375 -1.16 -0.14 1.12 0.065
H 4.8809 -0.7223 2.0707 -0.06 -1.67 -0.59 0.069
H 3.1904 -3.2727 1.7738 0.10 1.44 -0.87 0.103
H 2.7318 -1.4727 1.4149 0.67 -1.44 -0.46 0.101
H 4.1636 -1.8104 -0.8594 -0.89 -1.33 0.55 0.091
H 4.1215 -3.6207 -0.5618 -1.06 1.17 0.11 0.100
H 1.3537 -3.1601 -0.4368 0.73 0.93 -1.09 0.128
H 1.8430 -1.5218 -1.3164 -0.04 -1.42 0.66 0.122
H 0.8468 -3.6738 -4.1752 -0.15 1.05 1.49 0.125
H 0.4441 -2.0425 -3.3383 0.64 -1.47 0.35 0.106
H -0.3352 -4.9545 -2.2339 -0.07 1.71 -0.18 0.113
H -0.6738 -3.3004 -1.4121 0.00 -0.86 -1.49 0.083
H -1.8510 -4.5569 -4.0937 -0.09 1.39 0.92 0.104
H -1.6517 -2.7184 -4.0231 -0.35 -1.27 0.86 0.090
H -3.5992 -4.6065 -2.4176 0.65 1.58 0.00 0.073
H -2.9741 -3.1290 -1.4925 0.11 -0.31 -1.09 0.073
H -5.2564 -2.7203 -2.5860 1.17 0.04 -0.99 -0.010
H -4.0249 -0.9612 -4.7066 0.38 -0.12 1.67 0.073
H -2.8312 -1.0693 -3.2845 -1.40 0.30 -0.23 0.060
H -5.6734 0.3435 -3.5723 1.18 -0.63 0.89 0.096
H -5.5259 -0.6532 -2.0279 0.99 0.74 -1.27 0.089
H -3.3524 1.6056 -2.7868 -1.13 -0.90 0.86 0.101
H -4.8208 1.8893 -1.6971 1.05 -1.32 -0.46 0.100
H -1.3044 0.3796 -2.0566 -0.71 -0.63 1.78 0.093
H 0.1045 -0.8607 -0.0453 -1.78 0.33 0.43 0.053
H -1.2200 -1.4750 2.2301 -1.16 0.91 -1.25 0.072
H -3.8993 -0.8306 2.5219 1.16 0.17 -1.28 0.063
H -5.1950 0.4042 0.4794 1.71 -0.57 0.03 0.093
H 4.9813 0.1792 -4.2316 -1.55 -0.59 0.85 0.088
H 4.0016 0.0303 -2.6314 -0.11 0.08 -1.64 0.072
H 2.0673 1.3728 -3.9910 1.51 0.40 -0.15 0.092
H 3.3386 1.7801 -5.2697 -0.20 -0.62 1.48 0.105
H 3.8310 2.1740 -2.1522 0.44 0.93 -1.57 0.073
H 3.2838 3.6025 -3.1826 0.96 -1.31 -0.35 0.062
H 4.9479 2.7795 -3.5640 -1.39 -0.06 0.71 0.071
C 7.4092 4.3284 -0.7884 -0.01 0.28 -0.08 -0.091
C 6.7435 3.4800 0.2765 0.33 -0.16 -0.27 -0.323
O 6.2696 2.2635 -0.2889 -0.18 -0.19 0.03 -0.094
H 6.7066 4.5514 -1.5965 -0.04 -0.04 0.10 0.064
H 7.7724 5.2683 -0.3671 0.07 -0.10 -0.04 0.055
H 8.2523 3.7946 -1.2374 0.04 0.04 0.10 0.075
H 5.8894 4.0076 0.7068 -0.03 -0.20 -0.05 0.114
H 7.4446 3.2430 1.0827 0.00 0.24 0.08 0.100
H 7.0309 1.7980 -0.6594 -0.20 0.09 0.07 0.082
C -2.6663 -4.6274 3.1114 0.07 -0.03 -0.07 -0.086
C -3.2329 -3.8871 4.3058 0.03 -0.35 -0.25 -0.318
O -4.5789 -3.4997 4.0502 -0.41 0.20 0.20 -0.106
H -2.7016 -3.9980 2.2180 0.06 0.00 0.09 0.072
H -1.6304 -4.9253 3.2923 -0.03 -0.01 -0.03 0.075
H -3.2571 -5.5219 2.8944 0.09 0.01 0.02 0.061
H -2.6537 -2.9827 4.5060 -0.23 0.04 0.02 0.106
H -3.2116 -4.5165 5.2017 0.18 0.03 0.06 0.104
H -5.0867 -4.3052 3.8824 0.20 0.15 -0.12 0.070
C -6.8049 -5.2846 0.1600 -0.14 0.10 0.05 -0.085
C -5.3264 -5.1195 0.4498 -0.16 -0.08 -0.44 -0.307
O -4.8071 -6.3083 1.0401 0.13 -0.31 0.35 -0.106
H -7.3544 -5.5059 1.0800 0.04 0.07 0.00 0.057
H -7.2179 -4.3781 -0.2883 0.02 -0.09 -0.04 0.078
H -6.9743 -6.1232 -0.5221 0.03 0.11 -0.08 0.073
H -5.1632 -4.2950 1.1478 0.12 -0.15 0.03 0.104
H -4.7696 -4.9098 -0.4677 -0.09 0.24 0.04 0.094
H -4.9469 -7.0309 0.4144 0.07 0.21 0.11 0.081
C -6.0420 1.8973 4.8187 -0.12 0.09 0.01 -0.094
C -4.5633 2.0427 5.1200 -0.19 -0.31 -0.27 -0.329
O -4.0612 0.8404 5.6897 0.17 -0.08 0.18 -0.093
H -6.5982 1.6646 5.7307 0.07 0.08 -0.04 0.075
H -6.4444 2.8159 4.3848 -0.04 -0.08 -0.03 0.072
H -6.2156 1.0733 4.1206 0.01 0.12 -0.06 0.071
H -4.3966 2.8525 5.8339 0.11 -0.19 0.05 0.108
H -3.9977 2.2638 4.2093 -0.07 0.18 -0.02 0.107
H -4.2056 0.1324 5.0475 0.06 0.14 0.14 0.069
C 0.6757 -2.6357 -8.9899 -0.12 0.09 -0.12 -0.099
C 1.2200 -2.5660 -7.5766 0.05 -0.29 -0.22 -0.338
O 0.8928 -3.7539 -6.8660 0.00 -0.07 0.17 -0.093
H -0.4096 -2.7655 -8.9766 0.08 0.08 0.06 0.079
H 0.9155 -1.7259 -9.5461 -0.01 -0.06 -0.03 0.070
H 1.0933 -3.4949 -9.5237 0.09 0.08 -0.02 0.068
H 0.7845 -1.7203 -7.0406 0.02 -0.20 0.11 0.110
H 2.3084 -2.4479 -7.5814 0.00 0.21 -0.03 0.099
H 1.2889 -4.4964 -7.3407 -0.10 0.16 0.15 0.082
C 1.2855 5.9697 -4.9860 0.13 0.17 0.18 -0.098
C 0.8579 4.9039 -5.9698 -0.25 0.06 0.36 -0.320
O 0.6045 3.6861 -5.2830 0.01 -0.23 -0.06 -0.088
H 2.1840 5.6547 -4.4503 -0.08 0.06 -0.20 0.045
H 1.4913 6.9141 -5.4966 0.00 0.01 0.07 0.074
H 0.5074 6.1378 -4.2349 -0.09 0.07 -0.13 0.075
H 1.6459 4.7224 -6.7041 -0.08 -0.17 0.09 0.112
H -0.0495 5.2033 -6.5048 0.08 0.12 -0.15 0.105
H -0.0991 3.8528 -4.6418 0.15 -0.10 -0.14 0.086
C 8.5292 5.1169 4.2237 0.09 -0.01 0.14 -0.091
C 9.2326 5.8927 3.1281 -0.43 0.02 0.19 -0.314
O 8.4095 5.9636 1.9690 0.01 0.09 -0.26 -0.099
H 8.2899 4.1055 3.8846 0.11 0.06 0.01 0.077
H 9.1532 5.0503 5.1171 -0.11 -0.07 -0.04 0.054
H 7.5822 5.5963 4.4902 0.07 0.06 0.03 0.075
H 10.1662 5.3994 2.8496 -0.13 0.07 -0.15 0.114
H 9.4645 6.9107 3.4574 0.16 -0.05 0.11 0.106
H 7.5895 6.4088 2.2206 0.18 -0.12 -0.06 0.087
C -7.9928 -5.4376 5.9404 -0.03 -0.12 0.12 -0.089
C -8.4460 -4.8689 4.6104 0.31 0.05 0.18 -0.311
O -8.4437 -3.4479 4.6613 -0.09 0.30 -0.04 -0.090
H -8.6502 -5.0998 6.7459 -0.01 -0.05 -0.11 0.076
H -7.9939 -6.5300 5.9186 0.05 0.05 0.03 0.075
H -6.9843 -5.0915 6.1856 0.00 -0.09 -0.08 0.071
H -9.4609 -5.1994 4.3796 0.06 0.20 -0.05 0.115
H -7.7852 -5.1930 3.7999 -0.08 -0.18 -0.02 0.101
H -7.5392 -3.1650 4.8575 -0.17 0.02 -0.10 0.087
C 10.1664 2.7548 9.0543 0.10 -0.03 0.15 -0.097
C 9.8433 3.8793 8.0905 -0.18 -0.38 0.01 -0.325
O 9.8565 3.3987 6.7515 0.07 0.03 -0.11 -0.099
H 11.1473 2.3277 8.8301 -0.05 0.12 0.02 0.076
H 10.1651 3.1128 10.0867 -0.02 -0.08 -0.02 0.073
H 9.4372 1.9447 8.9620 -0.04 0.09 0.08 0.073
H 10.5858 4.6762 8.1703 -0.06 -0.07 -0.19 0.113
H 8.8568 4.3039 8.3021 0.06 0.11 0.17 0.109
H 9.1914 2.7005 6.6858 0.16 0.16 -0.03 0.089
C -11.9035 -0.9913 4.5258 -0.20 0.02 0.08 -0.099
C -10.9843 -0.6017 3.3846 0.24 -0.31 0.26 -0.327
O -9.6321 -0.6099 3.8188 0.04 0.15 -0.01 -0.090
H -11.7860 -0.3011 5.3654 -0.02 0.01 -0.12 0.074
H -12.9488 -0.9833 4.2059 0.01 -0.04 0.06 0.069
H -11.6568 -1.9902 4.8971 -0.05 0.01 -0.10 0.069
H -11.2194 0.4047 3.0309 0.16 -0.05 0.02 0.109
H -11.0883 -1.2959 2.5444 -0.20 0.06 -0.07 0.109
H -9.4289 -1.5064 4.1219 0.08 0.02 -0.09 0.046
C 5.5970 7.9809 -4.9646 0.00 0.18 -0.06 -0.094
C 4.9299 7.1318 -3.9005 0.28 -0.16 -0.26 -0.315
O 4.4552 5.9171 -4.4672 0.04 -0.07 0.01 -0.108
H 4.8950 8.2052 -5.7720 0.00 0.01 0.12 0.075
H 5.9614 8.9208 -4.5427 0.04 -0.04 -0.06 0.073
H 6.4396 7.4469 -5.4137 0.04 0.06 0.11 0.072
H 4.0761 7.6598 -3.4701 -0.03 -0.20 -0.05 0.114
H 5.6312 6.8937 -3.0943 -0.01 0.19 0.10 0.103
H 5.2163 5.4510 -4.8380 -0.20 0.03 0.11 0.087
```
Forces are in eV/Å.

Calculated values
**E_HOMO**: -0.04753 Ha
**E_tot**: -92952.893 eV
**2S+1**: 1
**Gap between HOMO and LUMO**: 2.8 eV
**Charge**: -1